Entry 1:
{"formula": "C16H28F6N6O9PS2TeTl", "method": "ωB97M-V/def2-TZVPD", "species": ["Tl", "C", "C", "O", "P", "S", "S", "O", "C", "C", "H", "H", "H", "H", "H", "H", "H", "H", "H", "H", "N", "C", "C", "C", "C", "N", "C", "N", "N", "C", "O", "O", "H", "H", "H", "H", "H", "H", "H", "H", "H", "H", "H", "H", "H", "H", "F", "Te", "F", "F", "F", "F", "O", "F", "C", "C", "N", "C", "C", "O", "O", "C", "O", "N", "C", "O", "H", "H", "H", "H"], "coordinates": [[0.17071, -0.54471, -0.47733], [-1.78050, -2.23531, 4.42405], [-0.74185, -3.24004, 3.98805], [0.38752, -2.55418, 3.40007], [0.65148, -2.55425, 1.83265], [1.81633, -0.95600, 1.47673], [-0.99138, -2.68518, 0.72626], [1.46111, -3.91050, 1.57317], [2.77625, -4.06635, 2.13528], [3.05445, -5.54495, 2.26404], [-2.63398, -2.75594, 4.86390], [-2.11452, -1.64292, 3.57473], [-1.36283, -1.55302, 5.16441], [-1.15065, -3.95258, 3.26845], [-0.33579, -3.79792, 4.83267], [2.82546, -3.57009, 3.10751], [3.48546, -3.57826, 1.46507], [2.32949, -6.01514, 2.92864], [4.05418, -5.70144, 2.67193], [2.99579, -6.02940, 1.28966], [-1.19641, -0.71961, -2.42435], [-0.20652, -0.54794, -3.49441], [-0.82066, -0.51452, -4.89201], [0.08392, -0.00984, -6.02708], [0.93015, 1.21725, -5.65372], [2.11417, 0.77327, -4.91190], [2.65351, 1.40605, -3.87671], [2.53047, 2.72600, -3.69918], [3.42498, 0.70406, -3.02268], [0.98068, -1.50829, -3.26317], [1.68301, -1.84601, -4.23442], [1.24617, -1.81715, -2.06539], [-1.73799, -1.57089, -2.52488], [-1.79959, 0.10614, -2.36379], [0.20302, 0.44676, -3.30409], [-1.66557, 0.17725, -4.81986], [-1.23538, -1.49361, -5.15309], [-0.55528, 0.26735, -6.86857], [0.74034, -0.80455, -6.38325], [0.33954, 1.89722, -5.03184], [1.24017, 1.74657, -6.55816], [2.22021, -0.24939, -4.89570], [1.78722, 3.15585, -4.22572], [2.48476, 3.03045, -2.72301], [3.25948, -0.29449, -3.00491], [3.50757, 1.10821, -2.09995], [0.35505, 3.20124, 0.50613], [-0.18385, 2.82520, -1.38472], [-0.97778, 4.62037, -1.39390], [-0.08129, 3.01670, -3.34361], [1.49870, 3.79190, -1.66711], [-1.91137, 1.91711, -2.15215], [0.90076, 1.25771, -1.46888], [0.02231, 3.41678, 5.89732], [-1.12198, 3.03509, 5.30939], [-1.21701, 2.92334, 3.98131], [-2.38537, 2.55892, 3.35625], [-2.33805, 2.30365, 1.92466], [-1.52862, 1.04360, 1.61891], [-1.09735, 0.34879, 2.52437], [-1.36622, 0.86445, 0.35495], [-3.49783, 2.18900, 4.07382], [-4.52947, 1.78455, 3.57862], [-3.36275, 2.33810, 5.44565], [-2.24571, 2.73042, 6.17483], [-2.26689, 2.79076, 7.38673], [-0.37651, 3.12117, 3.32840], [-1.86900, 3.15195, 1.42773], [-3.35133, 2.18965, 1.54986], [-4.17716, 2.08161, 5.98334]], "charge": -1, "orbital_gap_ev": [7.759, 7.605], "de_lowest_kj_mol": 19.2, "s2": 0.76, "multiplicity": 2}

=====

Entry 2:
{"formula": "C16H28N2O3P2Ru", "method": "ωB97M-V/def2-TZVPD", "species": ["Ru", "P", "C", "C", "N", "C", "C", "C", "C", "C", "P", "H", "H", "H", "H", "H", "H", "H", "H", "O", "H", "H", "O", "H", "C", "H", "H", "H", "C", "H", "H", "H", "C", "H", "H", "H", "C", "H", "H", "H", "O", "N", "C", "C", "C", "C", "C", "H", "H", "H", "H", "H"], "coordinates": [[0.13062, 0.26374, 0.19999], [-2.01187, 0.39680, 0.67250], [-2.77558, -0.88935, -0.40084], [-2.00660, -0.88867, -1.68541], [-0.70921, -0.50107, -1.64022], [0.10711, -0.75288, -2.69672], [-0.43234, -1.11272, -3.93081], [-1.78707, -1.39636, -4.02862], [-2.57012, -1.30662, -2.89083], [1.58655, -0.70000, -2.40490], [1.74475, -1.09400, -0.59452], [-3.62772, -1.55199, -2.89194], [0.23949, -1.18180, -4.78435], [-2.22597, -1.67574, -4.98934], [2.18042, -1.42078, -2.98199], [2.01901, 0.30055, -2.56280], [-2.65391, -1.90658, 0.10687], [-3.83366, -0.65033, -0.54753], [-1.12734, -2.64655, 1.42382], [-1.77074, -3.13909, 0.80962], [-2.17130, -3.84640, 1.34415], [0.37905, -1.03077, 1.99113], [0.10386, -1.96789, 2.24801], [0.46192, -2.18177, 3.13317], [1.53241, -2.89264, -0.60777], [1.97238, -3.30988, -1.52484], [2.06013, -3.28547, 0.26483], [0.46636, -3.15228, -0.53225], [3.43901, -0.64957, -0.17028], [3.53920, -0.66743, 0.92259], [4.14949, -1.35318, -0.62305], [3.64619, 0.36885, -0.52403], [-2.83745, 1.90069, 0.06349], [-3.83856, 1.63562, -0.30540], [-2.93291, 2.65630, 0.85349], [-2.26658, 2.34046, -0.76342], [-2.71163, 0.07384, 2.29956], [-2.27582, 0.77255, 3.02156], [-3.79585, 0.22399, 2.27131], [-2.48527, -0.94927, 2.62065], [0.84047, 1.91187, -0.45536], [1.33055, 2.63302, 0.61696], [2.18651, 3.65868, 0.41069], [2.87425, 4.13568, 1.52211], [2.57482, 3.63410, 2.79610], [1.66009, 2.60136, 2.94441], [1.01540, 2.12146, 1.81666], [2.29840, 4.00517, -0.61614], [3.62997, 4.90921, 1.38134], [3.03649, 4.06144, 3.68638], [1.43777, 2.13603, 3.89411], [0.20482, 1.35970, 1.83783]], "charge": 2, "orbital_gap_ev": [4.897, 6.436], "s2": 12.02, "multiplicity": 7}

=====

Entry 3:
{"formula": "C16H28N4O2S", "method": "ωB97M-V/def2-TZVPD", "species": ["C", "C", "H", "H", "C", "C", "N", "N", "C", "N", "C", "H", "C", "C", "O", "C", "H", "H", "H", "H", "H", "H", "H", "H", "S", "C", "H", "C", "O", "N", "C", "H", "C", "C", "C", "C", "H", "H", "H", "H", "H", "H", "H", "H", "H", "H", "H", "H", "H", "H", "H"], "coordinates": [[4.37201, 1.31463, 1.37468], [4.47000, 1.82582, -0.05669], [4.87065, 1.04130, -0.70176], [5.16579, 2.66651, -0.10343], [3.11152, 2.30422, -0.59079], [1.97447, 1.41343, -0.24925], [1.09867, 1.69620, 0.67102], [0.16751, 0.72825, 0.69191], [0.49160, -0.13960, -0.22721], [1.63327, 0.23750, -0.87201], [2.29394, -0.48349, -1.92496], [1.52779, -1.05694, -2.45642], [3.38835, -1.43533, -1.42679], [2.88751, -2.46187, -0.41632], [2.61446, -1.80090, 0.79925], [2.12386, -2.65503, 1.79812], [2.86925, -3.41193, 2.07278], [1.21072, -3.16533, 1.46943], [1.90230, -2.02879, 2.65989], [3.66193, -3.22912, -0.25553], [1.98174, -2.96287, -0.78985], [3.79953, -1.95745, -2.29134], [4.18552, -0.86635, -0.94966], [2.73528, 0.24262, -2.61489], [-0.44747, -1.54001, -0.66023], [-1.64912, -1.54092, 0.71682], [-1.39879, -0.69023, 1.34671], [-3.08060, -1.53943, 0.20060], [-3.73648, -2.56552, 0.25175], [-3.56258, -0.39789, -0.32459], [-2.93865, 0.90606, -0.32545], [-1.91189, 0.86201, 0.03180], [-3.73801, 1.87015, 0.55452], [-5.18563, 1.94612, 0.07884], [-5.78854, 0.54420, 0.05211], [-4.92808, -0.37375, -0.81334], [-5.30563, -1.39707, -0.79265], [-4.92075, -0.01255, -1.84826], [-6.80422, 0.56954, -0.34485], [-5.82814, 0.14144, 1.06599], [-5.76545, 2.59376, 0.73861], [-5.21718, 2.37510, -0.92590], [-3.26790, 2.85341, 0.52265], [-3.70928, 1.51415, 1.58613], [-2.93062, 1.27719, -1.35835], [-1.50146, -2.47652, 1.25727], [2.87456, 3.26869, -0.13902], [3.16672, 2.43347, -1.67540], [5.36202, 1.09055, 1.76574], [3.77000, 0.40950, 1.41824], [3.90550, 2.06304, 2.01009]], "orbital_gap_ev": 8.914, "de_lowest_kj_mol": 56.1, "smiles": "CCCc1nnc(SCC(=O)N2CCCCC2)n1CCCOC"}